{"formula": "C25H40GeN7O4RuS2", "method": "ωB97M-V/def2-TZVPD", "de_lowest_ev": 2.105, "multiplicity": 2, "energy_ev": -125960.5567, "e_homo_ev": [-6.0961, -7.1785], "lumo_energy_ev": [0.235, 0.283], "s_squared": 0.8525, "species": ["Ru", "N", "C", "C", "C", "C", "C", "C", "S", "O", "O", "N", "C", "N", "C", "C", "C", "N", "H", "H", "H", "H", "H", "H", "H", "H", "H", "C", "Ge", "C", "C", "C", "H", "H", "H", "H", "H", "H", "H", "H", "H", "H", "C", "N", "C", "C", "C", "N", "C", "O", "N", "H", "H", "H", "H", "H", "H", "H", "C", "C", "C", "S", "O", "C", "C", "C", "H", "H", "H", "H", "H", "H", "H", "H", "H", "H", "H", "H", "H", "H"], "coordinates": [[0.003, 0.124, 0.524], [7.424, 1.351, -3.817], [6.526, 1.167, -2.774], [6.479, 2.073, -1.708], [5.628, 1.857, -0.642], [4.809, 0.735, -0.628], [4.853, -0.178, -1.673], [5.702, 0.037, -2.743], [3.739, 0.433, 0.738], [3.740, -0.995, 0.944], [4.162, 1.285, 1.815], [2.202, 0.775, 0.269], [1.872, 2.002, -0.192], [0.534, 2.098, -0.446], [0.068, 3.252, -0.897], [0.886, 4.340, -1.121], [2.232, 4.154, -0.831], [2.733, 3.017, -0.376], [7.807, 2.273, -3.932], [7.218, 0.880, -4.680], [7.122, 2.949, -1.724], [5.581, 2.548, 0.191], [4.230, -1.063, -1.632], [5.747, -0.677, -3.560], [-1.000, 3.292, -1.091], [0.498, 5.275, -1.497], [2.946, 4.962, -0.967], [-0.630, -1.412, 5.042], [0.208, 0.095, 4.101], [2.120, -0.172, 3.898], [-0.146, 1.641, 5.273], [-0.666, 0.381, 2.407], [-0.163, -1.535, 6.024], [-0.531, -2.343, 4.480], [-1.694, -1.204, 5.188], [2.657, -0.004, 4.836], [2.506, 0.521, 3.156], [2.333, -1.188, 3.552], [0.194, 1.414, 6.288], [-1.219, 1.847, 5.308], [0.375, 2.536, 4.922], [-1.757, 0.313, 2.460], [-4.594, -1.978, -1.212], [-4.061, -0.730, -0.664], [-4.779, 0.022, 0.186], [-4.266, 1.116, 0.770], [-2.885, 1.390, 0.534], [-2.132, 0.627, -0.255], [-2.714, -0.418, -0.947], [-2.137, -1.064, -1.793], [-2.317, 2.467, 1.095], [-5.679, -1.938, -1.201], [-4.251, -2.826, -0.619], [-4.234, -2.102, -2.227], [-5.803, -0.293, 0.351], [-4.863, 1.740, 1.419], [-2.776, 2.860, 1.900], [-1.308, 2.404, 1.166], [-1.431, -5.096, -2.297], [-0.415, -5.458, -1.206], [-0.565, -4.620, 0.066], [-0.254, -2.855, -0.237], [-0.952, -2.096, 0.899], [1.505, -2.952, 0.221], [2.437, -3.328, -0.941], [2.152, -2.582, -2.252], [-1.188, -5.598, -3.236], [-1.452, -4.020, -2.487], [-2.437, -5.408, -2.002], [0.600, -5.354, -1.595], [-0.539, -6.509, -0.938], [0.100, -4.941, 0.867], [-1.596, -4.645, 0.433], [1.595, -3.643, 1.060], [1.750, -1.963, 0.577], [2.404, -4.406, -1.114], [3.443, -3.083, -0.603], [1.222, -2.909, -2.722], [2.959, -2.741, -2.970], [2.065, -1.506, -2.069]], "mulliken_spin": [0.15, 0.00, 0.00, 0.00, 0.00, 0.00, 0.00, 0.00, 0.00, 0.00, 0.00, -0.01, -0.01, 0.01, 0.00, 0.00, 0.00, 0.00, 0.00, 0.00, 0.00, 0.00, 0.00, 0.00, 0.00, 0.00, 0.00, 0.04, 0.03, 0.01, 0.03, 0.81, 0.00, 0.00, 0.00, 0.00, 0.00, 0.00, 0.00, 0.00, 0.00, 0.03, 0.00, 0.00, 0.00, 0.00, -0.01, 0.01, 0.00, 0.00, 0.02, 0.00, 0.00, 0.00, 0.00, 0.00, -0.01, -0.04, 0.00, 0.00, 0.00, -0.01, -0.03, 0.03, -0.01, 0.01, 0.00, 0.00, 0.00, 0.00, 0.00, 0.00, 0.00, 0.00, -0.03, 0.00, 0.00, 0.00, 0.00, 0.00]}